[1]
DFT (wB97M-V/def2-TZVPD) results for a cluster of 2 separate species, C9H13N2O2 in total in a non-equilibrium geometry.

ORCA input file:
```
! wB97M-V def2-TZVPD RIJCOSX def2/J DEFGRID3
* xyz 1 1
C -2.9463 -1.5941 -0.7156
C -1.3972 -0.3142 -0.0282
C -2.5294 0.2903 0.3839
C 0.9456 0.7815 0.9873
C 1.5346 -0.3609 1.8978
C 1.3922 -1.6269 1.0418
C 0.8489 0.2247 -0.3614
C -2.7266 1.5096 1.2215
C 0.6668 0.9173 -1.6133
N -3.5105 -0.6660 0.0308
N 1.4343 -1.1529 -0.3972
O 0.5770 1.8574 1.4694
O -1.6236 -1.4685 -0.8346
H -3.3552 -2.5232 -0.9556
H 2.6122 -0.0938 2.1514
H 0.9577 -0.3522 2.7292
H 2.1271 -2.3978 1.3031
H 0.3853 -2.0195 1.3307
H -2.1460 2.2898 0.9030
H -3.8251 1.7914 1.2189
H -2.6388 1.2960 2.2935
H 0.8673 2.0305 -1.5592
H -0.2860 0.8592 -2.0844
H 1.4696 0.7369 -2.3262
H 2.3679 -1.2362 -0.7560
H 0.9229 -1.8542 -1.0286
*
```

As for the HOMO energy: -13.07 eV. The total energy comes out at -610.31562 a.u. The value obtained for the LUMO energy is -5.3 eV. The orbital gap comes out at 7.8 eV.

Here are the Mulliken charges for atoms 1 to 4, given in e: C -0.213; C 0.084; C 0.652; C 0.393

***

[2]
DFT (wB97M-V/def2-TZVPD) results for a cluster of 2 separate species, C4H12N2O in total in a non-equilibrium geometry.

ORCA input file:
```
! wB97M-V def2-TZVPD RIJCOSX def2/J DEFGRID3
* xyz 0 1
C 0.6784 0.1057 1.9212
C 1.1163 -0.9011 0.8078
C 0.1414 -0.9641 -0.3612
N 0.6079 -0.2892 -1.5463
C -1.1762 -1.3227 -0.1875
N -2.2180 -0.4064 0.1067
H 0.8400 -0.3454 2.8977
H 1.2465 1.0295 1.8225
H -0.3874 0.2847 1.7701
H 2.0602 -0.4995 0.4398
H 1.2938 -1.8780 1.2751
H 0.9645 0.6461 -1.3436
H 1.4057 -0.7548 -1.9639
H -1.4723 -2.3165 0.1554
H -3.1065 -0.8176 -0.1922
H -2.1393 0.4682 -0.4160
O 0.6501 2.7811 -0.8392
H -0.1426 3.3326 -0.9124
H 0.7283 2.8142 0.1247
*
```

As for the HOMO energy: -6.76 eV. The total energy comes out at -344.23800 a.u. The value obtained for the LUMO energy is 0.6 eV. The orbital gap comes out at 7.4 eV.

Here are the Mulliken charges for atoms 1 to 4, given in e: C -0.792; C -0.646; C -0.026; N -0.590